# 1
Density functional theory data (the ωB97M-V functional and the def2-TZVPD basis) for C19H38N2O8P2S7 as an isolated structure at a distorted geometry.

Element x y z (Å)
C -4.6066 -4.8576 -0.9696
C -3.9656 -3.8746 -1.3304
C -2.7877 -2.8651 -1.4615
C -2.7212 -1.7383 -0.4925
P -4.0965 -1.6517 0.7743
S -3.7226 -3.0747 2.0907
C -1.5231 -0.7351 -0.5736
P -1.4383 0.6305 0.6856
O -0.0916 1.2941 0.7801
O -1.7205 -0.1090 2.1952
O -2.6569 1.7870 0.4478
C -0.5168 -0.9761 -1.6447
C 0.7591 -0.0275 -1.7908
C -0.6025 -2.1412 -2.6484
N 0.2980 -2.4887 -3.6719
S -0.3521 -3.8442 -4.3909
N -1.7710 -4.1515 -3.5404
C -1.7812 -3.1299 -2.5713
H -5.1856 -5.6942 -0.4896
H -4.1194 -0.4309 1.5143
H -5.4003 -1.8450 0.2249
H -1.6533 -1.0894 2.0574
H -2.8284 2.1302 1.3565
H 1.1666 -0.0493 -2.8540
H 0.4076 1.0293 -1.5895
H 1.5623 -0.3150 -1.0340
C 4.7822 3.2014 -1.7438
S 3.2855 3.2369 -2.7508
O 2.4165 2.1115 -2.2986
C 4.0803 2.7231 -4.2854
H 4.5135 3.4566 -0.7188
H 5.2217 2.2028 -1.7657
H 5.4944 3.9350 -2.1248
H 4.5649 1.7539 -4.1475
H 4.8151 3.4717 -4.5838
H 3.3183 2.6393 -5.0591
C 5.8579 2.2482 -7.6219
S 4.9415 3.7286 -8.0964
O 3.7794 3.8522 -7.1690
C 4.3211 3.0701 -9.6567
H 6.3055 2.4194 -6.6429
H 5.1816 1.3934 -7.5673
H 6.6463 2.0585 -8.3519
H 3.7417 2.1634 -9.4741
H 5.1599 2.8534 -10.3200
H 3.6810 3.8223 -10.1177
C 0.5276 0.2784 4.0328
S 1.8872 1.1097 4.8769
O 3.1518 0.4369 4.4593
C 1.4766 0.5121 6.5289
H 0.6076 0.4835 2.9658
H 0.5887 -0.7986 4.2012
H -0.4223 0.6640 4.4047
H 1.4774 -0.5790 6.5419
H 0.4949 0.8909 6.8195
H 2.2267 0.8810 7.2273
C -9.5033 -2.5365 -2.2568
S -8.8578 -3.9060 -1.2756
O -7.4444 -3.5810 -0.9308
C -8.8230 -5.1015 -2.6262
H -9.5726 -1.6574 -1.6163
H -8.8307 -2.3265 -3.0900
H -10.4965 -2.7919 -2.6294
H -8.1935 -4.7297 -3.4365
H -9.8384 -5.2734 -2.9870
H -8.4111 -6.0370 -2.2477
C 3.8523 2.5648 9.5376
S 4.1394 0.8502 10.0205
O 3.3118 -0.0094 9.1275
C 3.2879 0.9591 11.6073
H 4.2727 2.7170 8.5434
H 2.7807 2.7704 9.5140
H 4.3480 3.2304 10.2459
H 2.2518 1.2661 11.4538
H 3.8020 1.6770 12.2484
H 3.3084 -0.0242 12.0773

Summary:
Max |F| (hartree/bohr): 0.0824
Multiplicity: 1
Frontier orbital gap (eV): 6.61
Net charge: 0

Here is what Mulliken gives for the atomic charges, in e:
1. C 0.01
2. C -1.36
3. C 0.97
4. C -0.01
5. P 0.45
6. S -0.42
7. C 0.26
8. P 1.16
9. O -0.69
10. O -0.45
11. O -0.52
12. C 0.29
13. C -1.33
14. C 0.39
15. N -0.54
16. S 0.16
17. N -0.61
18. C 0.26
19. H 0.35
20. H 0.05
21. H 0.08
22. H 0.27
23. H 0.36
24. H 0.34
25. H 0.31
26. H 0.27
27. C -0.97
28. S 0.36
29. O -0.51
30. C -1.05
31. H 0.33
32. H 0.30
33. H 0.36
34. H 0.41
35. H 0.37
36. H 0.34
37. C -0.91
38. S 0.47
39. O -0.56
40. C -0.92
41. H 0.28
42. H 0.30
43. H 0.39
44. H 0.30
45. H 0.36
46. H 0.31
47. C -0.71
48. S 0.45
49. O -0.64
50. C -0.60
51. H 0.09
52. H 0.36
53. H 0.35
54. H 0.31
55. H 0.37
56. H -0.01
57. C -0.96
58. S 0.41
59. O -0.49
60. C -0.95
61. H 0.31
62. H 0.30
63. H 0.38
64. H 0.30
65. H 0.39
66. H 0.30
67. C -0.95
68. S 0.47
69. O -0.56
70. C -0.92
71. H 0.31
72. H 0.30
73. H 0.39
74. H 0.29
75. H 0.36
76. H 0.31

***

# 2
Density functional theory data (the ωB97M-V functional and the def2-TZVPD basis) for a 6-piece molecular cluster, C19H38O7 overall at a distorted geometry.

Element x y z (Å)
C 2.5108 1.7431 -3.9077
C 2.7018 0.8491 -2.7547
O 3.2878 1.4281 -1.6027
C 3.3928 0.7281 -0.4407
C 4.0068 1.6121 0.6043
O 3.1398 -0.4309 -0.2897
H 1.9478 2.7191 -3.6617
H 1.9218 1.3041 -4.6647
H 3.4668 2.2541 -4.2567
H 1.6938 0.4561 -2.4837
H 3.1138 -0.0809 -3.2037
H 4.1918 1.0921 1.6083
H 3.3408 2.2441 0.9183
H 5.0348 2.0371 0.0873
C -1.2492 2.0481 -1.6147
C -1.3692 1.3581 -0.2177
C -0.1722 1.1661 0.7203
O -2.5532 0.9051 0.1803
H -0.9952 3.0091 -1.3397
H -2.1102 1.9951 -2.1157
H -0.7072 1.6401 -2.4207
H -0.2082 0.5641 1.5543
H 0.2568 2.0591 1.1093
H 0.3168 0.3441 0.1093
C 3.8648 -2.6119 4.0183
C 2.8768 -1.4769 3.7463
C 1.4068 -1.8889 3.5393
O 3.1858 -0.2549 3.7283
H 4.8488 -2.2609 4.0323
H 3.8218 -3.3199 3.3313
H 3.6828 -3.0589 5.0003
H 0.8748 -1.0399 3.2443
H 0.8008 -1.9999 4.4823
H 1.2538 -2.3739 2.7583
C -3.2362 5.0041 0.5093
C -1.9472 5.1461 1.3433
C -0.9202 5.9771 0.6233
O -1.8282 4.7311 2.5063
H -3.9882 4.7761 1.1403
H -3.2002 4.4531 -0.3557
H -3.7102 5.9311 0.0173
H -0.3432 5.3051 0.0633
H -0.3052 6.5241 1.5733
H -1.2592 6.8081 -0.0777
C -2.3012 -5.0219 1.9553
C -2.8702 -3.7619 1.4213
C -2.7132 -2.4599 2.2533
O -3.5282 -3.7179 0.1923
H -1.3102 -5.0989 2.0813
H -2.5752 -5.7769 1.1773
H -2.7612 -5.1069 2.8603
H -3.0632 -2.4689 3.2493
H -3.0912 -1.6499 1.5993
H -1.7732 -2.2649 2.5183
C -2.0892 -2.0419 -2.9097
C -1.1132 -2.6689 -4.0107
C -1.1342 -4.1979 -4.0997
O -0.3792 -1.9229 -4.7547
H -1.7622 -1.1279 -2.4467
H -2.0932 -2.4389 -2.1017
H -2.9272 -1.9009 -3.2627
H -0.3302 -4.4649 -4.9097
H -1.9662 -4.4339 -4.6837
H -1.0572 -4.8869 -3.2727

Summary:
Max |F| (hartree/bohr): 0.2331
SMILES: CCOC(C)=O.CC(C)=O.CC(C)=O.CC(C)=O.CC(C)=O.CC(C)=O
Multiplicity: 1
Frontier orbital gap (eV): 10.08
Net charge: 0

Here is what Mulliken gives for the atomic charges, in e:
1. C -1.32
2. C 0.32
3. O -0.27
4. C 0.72
5. C -1.05
6. O -0.56
7. H 0.26
8. H 0.43
9. H 0.34
10. H -0.05
11. H 0.25
12. H 0.28
13. H 0.39
14. H 0.27
15. C -1.49
16. C 0.90
17. C -0.99
18. O -0.63
19. H 0.42
20. H 0.47
21. H 0.35
22. H 0.32
23. H 0.41
24. H 0.18
25. C -1.37
26. C 0.84
27. C -1.40
28. O -0.58
29. H 0.38
30. H 0.42
31. H 0.34
32. H 0.35
33. H 0.34
34. H 0.69
35. C -1.29
36. C 0.89
37. C -0.93
38. O -0.56
39. H 0.42
40. H 0.32
41. H 0.36
42. H 0.25
43. H 0.27
44. H 0.32
45. C -1.24
46. C 0.89
47. C -0.97
48. O -0.59
49. H 0.40
50. H 0.29
51. H 0.39
52. H 0.44
53. H 0.29
54. H 0.13
55. C -2.44
56. C 0.91
57. C -1.06
58. O -0.59
59. H 0.54
60. H 0.91
61. H 0.72
62. H 0.30
63. H 0.36
64. H 0.35